Record 1
{
  "formula": "C3H8N2",
  "method": "ωB97M-V/def2-TZVPD",
  "relative_energy_kj_mol": 217.43,
  "multiplicity": 1,
  "lumo_ev": 1.0,
  "smiles": "[H]/N=C/NCC",
  "e_homo_ev": -9.03,
  "symbols": ["C", "C", "N", "C", "N", "H", "H", "H", "H", "H", "H", "H", "H"],
  "coordinates": [[-1.8281, 0.7057, 0.7212], [-0.5396, -0.0040, 1.1146], [0.5459, 0.3888, 0.2555], [0.6095, -0.2444, -1.0064], [1.6110, -0.9994, -1.2709], [-1.7238, 1.7779, 0.9262], [-2.2090, 0.4358, -0.2612], [-2.5671, 0.4759, 1.5249], [-0.8094, -1.0709, 0.9974], [-0.3210, 0.1428, 2.1728], [1.4478, 0.7688, 0.4778], [-0.0426, 0.1808, -1.7911], [1.7217, -0.9266, -2.2893]],
  "lowdin_charge": [-0.1162, -0.2944, -0.0548, -0.3240, 0.0857, 0.0701, 0.0654, 0.0767, 0.1110, 0.1121, 0.1147, 0.1161, 0.0378]
}

Record 2
{
  "formula": "C3H8N2",
  "method": "ωB97M-V/def2-TZVPD",
  "relative_energy_kj_mol": 445.41,
  "multiplicity": 1,
  "lumo_ev": 0.4,
  "smiles": "[H]/N=C/N.C=C",
  "e_homo_ev": -8.71,
  "symbols": ["C", "C", "H", "H", "H", "H", "N", "C", "N", "H", "H", "H", "H"],
  "coordinates": [[2.2899, 0.9975, 0.2717], [1.5086, 1.2505, -0.7778], [2.0595, 0.8019, 1.3361], [3.3090, 1.0449, 0.1823], [0.7984, 0.4334, -1.1293], [1.5055, 2.1386, -1.3925], [-1.3158, -0.6769, 1.1726], [-1.5560, -0.9717, -0.1367], [-2.7448, -1.0854, -0.5315], [-2.0536, -0.0488, 1.6217], [-0.3410, -0.7386, 1.4759], [-0.7081, -1.4912, -0.7021], [-2.7517, -1.6544, -1.3905]],
  "lowdin_charge": [-0.0880, -0.0742, 0.0592, 0.0067, 0.0503, 0.0460, 0.0437, -0.4544, 0.0342, 0.1338, 0.0782, 0.1268, 0.0377]
}

Record 3
{
  "formula": "C3H8N2",
  "method": "ωB97M-V/def2-TZVPD",
  "relative_energy_kj_mol": 390.95,
  "multiplicity": 1,
  "lumo_ev": 1.0,
  "smiles": "[H]/N=C/N.C=C",
  "e_homo_ev": -8.48,
  "symbols": ["C", "C", "H", "H", "H", "H", "N", "C", "N", "H", "H", "H", "H"],
  "coordinates": [[1.1841, 1.3495, -0.5952], [1.9167, 2.4435, -0.2959], [0.6310, 1.3541, -1.5435], [1.2132, 0.4619, 0.0054], [1.4428, 3.3874, -0.4967], [2.8701, 2.2602, 0.1827], [-2.3077, -1.8760, 0.1992], [-0.9619, -1.5964, 0.1631], [-0.2012, -1.7752, 1.1731], [-2.5669, -2.6275, 0.8194], [-2.9098, -1.5510, -0.5329], [-0.5559, -0.9000, -0.5909], [0.2454, -0.9305, 1.5123]],
  "lowdin_charge": [-0.0880, -0.0658, 0.0528, 0.0120, 0.0421, 0.0465, 0.0872, -0.3841, 0.0101, 0.0937, 0.0812, 0.0889, 0.0234]
}

Record 4
{
  "formula": "C3H8N2O",
  "method": "ωB97M-V/def2-TZVPD",
  "relative_energy_kj_mol": 283.49,
  "multiplicity": 1,
  "lumo_ev": 0.9,
  "smiles": "[H]/N=C/C[C@@H](N)O",
  "e_homo_ev": -9.48,
  "symbols": ["C", "C", "N", "C", "O", "N", "H", "H", "H", "H", "H", "H", "H", "H"],
  "coordinates": [[-0.0683, -0.4143, 0.8887], [0.2507, -0.2076, -0.5799], [-1.5272, -0.0833, 0.8781], [0.9382, 1.0422, -0.9373], [0.1696, -1.7055, 1.4055], [1.3256, 1.2659, -2.1237], [0.1173, -2.3466, 0.6865], [0.4378, 0.2972, 1.5481], [-1.8447, 0.2426, 1.7863], [-2.1099, -0.8792, 0.6313], [1.7279, 2.1898, -2.2517], [-1.0208, -0.1472, -0.7310], [0.7326, -1.0798, -1.0348], [0.8713, 1.8258, -0.1661]],
  "lowdin_charge": [-0.4667, -0.1605, 0.0005, -0.2697, -0.0242, 0.0817, 0.0869, 0.1410, 0.0772, 0.0845, 0.0407, 0.1798, 0.1133, 0.1157]
}

Record 5
{
  "formula": "C3H8N2O",
  "method": "ωB97M-V/def2-TZVPD",
  "relative_energy_kj_mol": 255.04,
  "multiplicity": 1,
  "lumo_ev": 1.0,
  "smiles": "NCNCC=O",
  "e_homo_ev": -8.68,
  "symbols": ["O", "C", "C", "N", "C", "N", "H", "H", "H", "H", "H", "H", "H", "H"],
  "coordinates": [[-3.3983, -0.4189, -0.1457], [-2.2613, -0.7665, -0.0927], [-1.1587, 0.4097, -0.0084], [0.0790, -0.0055, 0.7040], [1.3567, -0.4181, 0.1042], [2.3501, 0.6195, -0.4428], [-1.9222, -1.8316, -0.1282], [-1.8017, 1.2984, 0.3200], [-0.9358, 0.6174, -1.0146], [0.1788, 0.3005, 1.6318], [1.7679, -0.8244, 0.9464], [1.1694, -1.2264, -0.7241], [2.5352, 1.3088, 0.2159], [2.0409, 0.9369, -1.3657]],
  "lowdin_charge": [0.0343, -0.2386, -0.1499, -0.0838, -0.2608, 0.0111, 0.1187, 0.1347, 0.0791, 0.0789, 0.0616, 0.1438, 0.0170, 0.0539]
}

Record 6
{
  "formula": "C3H8N2O",
  "method": "ωB97M-V/def2-TZVPD",
  "relative_energy_kj_mol": 146.18,
  "multiplicity": 1,
  "lumo_ev": 0.8,
  "smiles": "[H]/N=C(\\CO)NC",
  "e_homo_ev": -8.90,
  "symbols": ["C", "C", "C", "H", "H", "H", "H", "H", "H", "H", "H", "N", "N", "O"],
  "coordinates": [[-1.9356, -0.7311, -0.0239], [0.1312, 0.5520, 0.0156], [1.6267, 0.4152, 0.1776], [-2.3300, -0.4868, 1.0024], [-2.1782, -1.7675, -0.3568], [-2.2652, -0.0158, -0.7815], [0.0582, -1.3870, 0.5608], [0.0061, 2.5221, -0.2289], [2.1305, 1.2590, -0.3348], [1.7396, 0.5968, 1.2397], [1.8988, -1.0615, -1.0658], [-0.4679, -0.6504, 0.0501], [-0.5563, 1.6430, -0.1311], [2.1420, -0.8880, -0.1235]],
  "lowdin_charge": [-0.0859, -0.4984, -0.1964, 0.0947, 0.0833, 0.0687, 0.1489, 0.0537, 0.1253, 0.1220, 0.1130, -0.0512, 0.0989, -0.0767]
}

Record 7
{
  "formula": "C3H8N2O",
  "method": "ωB97M-V/def2-TZVPD",
  "relative_energy_kj_mol": 68.75,
  "multiplicity": 1,
  "lumo_ev": 0.9,
  "smiles": "[H]/N=C(\\O)[C@H](C)N",
  "e_homo_ev": -10.01,
  "symbols": ["C", "C", "C", "N", "N", "O", "H", "H", "H", "H", "H", "H", "H", "H"],
  "coordinates": [[-0.8651, 0.0560, 1.2346], [0.7818, -0.8062, -0.3970], [0.1945, 0.4576, 0.2077], [1.7500, -1.3737, 0.1613], [-0.4334, 1.2134, -0.8762], [0.1632, -1.2338, -1.5130], [-0.5034, -0.5600, -1.7496], [2.0539, -2.2275, -0.2986], [1.0021, 0.9996, 0.7196], [-1.0499, 1.9258, -0.5026], [0.2719, 1.6775, -1.4399], [-1.6698, -0.4910, 0.7475], [-1.2823, 0.9394, 1.7139], [-0.4135, -0.5772, 1.9923]],
  "lowdin_charge": [-0.0510, -0.5082, -0.3863, 0.1528, 0.0263, 0.0612, 0.0892, 0.0584, 0.1397, 0.0831, 0.0932, 0.0845, 0.0747, 0.0824]
}

Record 8
{
  "formula": "C3H8N2O",
  "method": "ωB97M-V/def2-TZVPD",
  "relative_energy_kj_mol": 325.31,
  "multiplicity": 1,
  "lumo_ev": 0.4,
  "smiles": "CNC(=O)CN",
  "e_homo_ev": -9.04,
  "symbols": ["N", "C", "C", "N", "C", "O", "H", "H", "H", "H", "H", "H", "H", "H"],
  "coordinates": [[2.4826, 0.1595, -0.1350], [1.1232, 0.3365, -0.6576], [0.0538, 0.1917, 0.3322], [-1.2374, -0.0758, -0.1841], [-2.2273, -0.9753, 0.4409], [0.2894, 0.6879, 1.5070], [2.5728, 0.8009, 0.6677], [3.3447, 0.4631, -0.7776], [1.1629, -0.2326, -1.5251], [1.1483, 1.3533, -0.8655], [-1.4984, 0.7989, -0.8513], [-1.7868, -1.6847, 1.2280], [-2.6446, -1.5609, -0.3149], [-2.7833, -0.2625, 1.1354]],
  "lowdin_charge": [-0.0398, -0.2425, -0.3994, -0.0763, -0.0951, 0.0150, 0.0578, 0.1282, 0.0961, 0.1005, 0.2052, 0.1084, 0.0441, 0.0978]
}

Record 9
{
  "formula": "C3H8N2O",
  "method": "ωB97M-V/def2-TZVPD",
  "relative_energy_kj_mol": 646.54,
  "multiplicity": 1,
  "lumo_ev": -2.6,
  "e_homo_ev": -8.11,
  "symbols": ["C", "N", "C", "C", "N", "O", "H", "H", "H", "H", "H", "H", "H", "H"],
  "coordinates": [[0.3033, -1.3176, -1.3589], [1.1578, -0.2045, -1.1264], [0.5472, 0.8260, -0.3406], [-0.3497, 0.3430, 0.8398], [-0.0448, 0.8716, 2.0897], [-1.7331, 0.5691, 0.5847], [-0.3042, -1.6862, -0.4639], [-0.4571, -1.2271, -2.1918], [0.9217, -2.1865, -1.5870], [-2.0084, 0.9436, 1.4354], [1.3646, 1.4769, -0.0832], [-0.1260, 1.4936, -1.0127], [-0.2147, -0.7401, 0.8537], [0.9435, 0.8382, 2.3612]],
  "lowdin_charge": [-0.1693, 0.0064, -0.1916, -0.5493, 0.1308, -0.0457, 0.0979, 0.1188, 0.0681, 0.0845, 0.0990, 0.1888, 0.1146, 0.0471]
}